No. 1
{
  "formula": "C4H14N2O2",
  "method": "the ωB97M-V functional and the def2-TZVPD basis",
  "elements": ["C", "N", "C", "C", "C", "N", "H", "H", "H", "H", "H", "H", "H", "H", "H", "H", "O", "H", "H", "O", "H", "H"],
  "positions_angstrom": [[-0.540, 1.191, 2.544], [-1.357, 1.173, 1.560], [-0.871, 1.326, 0.217], [0.277, 0.259, -0.030], [0.937, 0.556, -1.415], [-0.112, 0.932, -2.354], [-1.029, 0.984, 3.610], [0.508, 1.260, 2.781], [-1.593, 1.057, -0.559], [-0.586, 2.361, -0.062], [-0.181, -0.699, 0.025], [1.039, 0.449, 0.739], [1.491, -0.304, -1.728], [1.686, 1.356, -1.288], [-0.209, 1.895, -2.616], [-0.870, 0.286, -2.439], [1.063, -2.457, -1.976], [1.171, -1.806, -1.243], [1.759, -3.127, -1.958], [-1.257, -2.238, 2.021], [-0.648, -2.982, 2.088], [-0.679, -1.474, 2.082]],
  "lowdin_charge": [-0.09, -0.02, -0.25, -0.18, -0.27, -0.01, 0.10, 0.06, 0.09, 0.12, 0.08, 0.09, 0.06, 0.12, 0.07, 0.07, -0.07, 0.01, 0.04, -0.06, 0.04, -0.01],
  "smiles": "C=NCCCN.O.O",
  "total_charge": 0,
  "lumo_ev": 0.60,
  "relative_energy_ev": 2.759,
  "homo_lumo_gap_ev": 9.3
}

---

No. 2
{
  "formula": "C4H14N2O2",
  "method": "the ωB97M-V functional and the def2-TZVPD basis",
  "elements": ["O", "C", "C", "C", "C", "N", "N", "H", "H", "H", "H", "H", "H", "H", "H", "H", "H", "H", "H", "H", "H", "O"],
  "positions_angstrom": [[-1.965, -1.354, 0.415], [-1.739, -1.033, -0.706], [-0.206, -0.657, -0.969], [-0.029, 0.843, -0.585], [1.444, 1.241, -0.669], [1.588, 2.656, -0.412], [0.663, -1.483, -0.039], [-2.314, -1.163, -1.600], [-0.127, -0.684, -2.092], [-0.625, 1.177, 0.293], [-0.710, 1.386, -1.473], [1.908, 0.965, -1.627], [1.939, 0.591, 0.122], [2.457, 3.039, -0.816], [1.664, 2.842, 0.596], [0.851, 3.203, -0.910], [0.102, -1.572, 0.797], [1.500, -0.888, 0.196], [0.988, -2.272, -0.460], [0.007, -0.294, 3.160], [-1.301, -0.841, 2.672], [-0.399, -0.653, 2.320]],
  "lowdin_charge": [0.12, -0.13, -0.21, -0.16, -0.18, 0.21, 0.26, 0.14, 0.18, 0.13, 0.20, 0.16, 0.14, 0.20, 0.20, 0.20, 0.10, 0.15, 0.14, 0.11, 0.10, -0.08],
  "total_charge": 2,
  "lumo_ev": -7.11,
  "relative_energy_ev": 1.620,
  "homo_lumo_gap_ev": 10.8
}

---

No. 3
{
  "formula": "C4H14N2O2S",
  "method": "the ωB97M-V functional and the def2-TZVPD basis",
  "elements": ["N", "C", "C", "C", "S", "N", "C", "O", "H", "H", "H", "H", "H", "H", "H", "H", "H", "H", "H", "H", "O", "H", "H"],
  "positions_angstrom": [[0.900, 1.495, -1.591], [0.304, 0.142, -1.657], [-0.729, -0.141, -0.462], [-1.317, -1.521, -0.738], [-2.968, -1.633, 0.085], [0.039, -0.202, 0.841], [-0.580, 0.480, 1.973], [0.292, 0.173, 3.043], [0.768, 1.955, -2.563], [0.693, 2.124, -0.865], [-0.430, 0.040, -2.569], [0.928, -0.774, -1.602], [-1.492, 0.716, -0.448], [-1.556, -1.578, -1.785], [-0.692, -2.362, -0.432], [-2.646, -1.826, 1.385], [1.041, 0.202, 0.641], [-1.683, 0.172, 2.343], [-0.687, 1.567, 2.078], [0.874, -0.590, 2.832], [3.143, 0.573, 0.190], [2.503, 1.158, -0.369], [3.294, -0.169, -0.330]],
  "lowdin_charge": [-0.03, -0.24, -0.43, -0.52, 0.68, -0.02, -0.33, -0.10, 0.12, 0.05, 0.14, 0.11, 0.15, 0.05, 0.08, -0.15, 0.11, 0.14, 0.11, 0.10, -0.08, 0.05, -0.01],
  "smiles": "NC[C@@H](CS)NCO.O",
  "total_charge": 0,
  "lumo_ev": 0.60,
  "homo_lumo_gap_ev": 9.5
}

---

No. 4
{
  "formula": "C4H14N2P",
  "method": "the ωB97M-V functional and the def2-TZVPD basis",
  "elements": ["C", "C", "C", "C", "N", "N", "P", "H", "H", "H", "H", "H", "H", "H", "H", "H", "H", "H", "H", "H", "H"],
  "positions_angstrom": [[1.017, -3.058, -0.619], [-1.524, 2.596, 1.700], [0.060, -0.930, 0.280], [-0.544, 0.461, -0.119], [0.935, 1.199, -1.724], [0.021, -1.979, -0.729], [-0.068, 2.005, 0.867], [2.036, -2.734, -0.513], [0.700, -3.707, 0.242], [1.000, -3.578, -1.491], [-2.315, 2.785, 0.887], [-1.308, 3.544, 2.196], [-1.918, 1.939, 2.427], [-0.640, -1.252, 1.043], [1.063, -0.771, 0.692], [-1.549, 0.344, -0.503], [1.937, 1.212, -1.372], [0.925, 0.860, -2.666], [0.600, 2.177, -1.588], [-0.924, -2.336, -0.955], [0.497, 1.223, 1.946]],
  "lowdin_charge": [-0.09, -0.36, -0.29, -0.13, 0.08, -0.14, 0.89, 0.08, 0.10, 0.04, 0.08, 0.05, 0.02, 0.13, 0.11, 0.09, 0.11, 0.06, 0.04, 0.13, -0.01],
  "total_charge": 1,
  "lumo_ev": -5.18,
  "relative_energy_ev": 3.601,
  "homo_lumo_gap_ev": 7.3
}

---

No. 5
{
  "formula": "C4H14N2S",
  "method": "the ωB97M-V functional and the def2-TZVPD basis",
  "elements": ["C", "N", "C", "N", "H", "H", "H", "H", "H", "H", "H", "H", "H", "C", "C", "S", "H", "H", "H", "H", "H"],
  "positions_angstrom": [[0.485, 2.410, -0.191], [1.125, 2.011, -1.444], [-0.981, 2.000, -0.256], [-1.656, 2.257, 1.011], [0.503, 3.500, -0.107], [0.965, 1.974, 0.696], [2.092, 2.272, -1.428], [1.104, 0.979, -1.547], [-1.041, 0.977, -0.658], [-1.430, 2.685, -0.994], [-1.445, 1.472, 1.635], [0.012, 0.118, 0.836], [-2.651, 2.259, 0.854], [0.482, -3.865, -0.079], [0.126, -2.543, 0.581], [0.890, -1.117, -0.351], [1.576, -3.915, -0.085], [0.167, -3.864, -1.131], [0.079, -4.752, 0.418], [0.542, -2.510, 1.588], [-0.943, -2.348, 0.654]],
  "lowdin_charge": [-0.34, -0.02, -0.37, -0.01, 0.11, 0.08, 0.06, -0.03, 0.06, 0.12, 0.05, 0.13, 0.06, -0.19, -0.65, 0.64, 0.06, 0.07, 0.07, 0.05, 0.05],
  "total_charge": 0,
  "lumo_ev": -0.74,
  "relative_energy_ev": 2.415,
  "homo_lumo_gap_ev": 8.4
}

---

No. 6
{
  "formula": "C4H14N3",
  "method": "the ωB97M-V functional and the def2-TZVPD basis",
  "elements": ["C", "C", "N", "C", "H", "H", "H", "H", "H", "H", "H", "H", "H", "N", "C", "N", "H", "H", "H", "H", "H"],
  "positions_angstrom": [[-1.938, -0.911, -2.698], [-0.930, -0.805, -1.575], [0.143, 0.118, -1.934], [1.102, 0.314, -0.889], [-2.677, -1.685, -2.494], [-1.443, -1.145, -3.639], [-2.447, 0.038, -2.838], [-0.460, -1.770, -1.375], [-1.445, -0.460, -0.670], [-0.247, 0.997, -2.247], [1.878, 1.018, -1.194], [0.646, 0.716, 0.047], [1.603, -0.617, -0.635], [0.286, 1.592, 2.758], [0.581, 0.370, 3.121], [1.509, -0.365, 2.573], [0.660, 2.005, 1.914], [-0.485, 2.056, 3.211], [0.034, -0.048, 3.954], [1.662, -1.305, 2.904], [1.965, -0.112, 1.706]],
  "lowdin_charge": [-0.09, -0.31, -0.13, -0.17, 0.08, 0.08, 0.07, 0.11, 0.10, 0.11, 0.09, 0.04, 0.08, 0.20, -0.17, 0.21, 0.13, 0.14, 0.17, 0.15, 0.12],
  "total_charge": 1,
  "lumo_ev": -3.82,
  "relative_energy_ev": 1.129,
  "homo_lumo_gap_ev": 8.1
}

---

No. 7
{
  "formula": "C4H14N3",
  "method": "the ωB97M-V functional and the def2-TZVPD basis",
  "elements": ["C", "C", "N", "N", "H", "H", "H", "H", "H", "H", "H", "C", "C", "N", "H", "H", "H", "H", "H", "H", "H"],
  "positions_angstrom": [[-0.153, 1.576, 2.073], [-0.111, 1.142, 0.818], [-1.122, 0.243, 0.284], [0.865, 2.252, 2.722], [-0.997, 1.311, 2.706], [0.703, 1.386, 0.155], [-0.535, -0.888, -0.159], [-1.791, 0.003, 1.014], [-1.642, 0.675, -0.476], [1.567, 2.638, 2.104], [0.537, 2.944, 3.382], [-0.149, -1.216, -2.994], [0.791, -1.547, -1.847], [0.014, -1.916, -0.622], [-0.815, -0.391, -2.732], [0.444, -0.939, -3.863], [-0.754, -2.085, -3.258], [1.446, -2.369, -2.118], [1.408, -0.688, -1.592], [-0.666, -2.635, -0.876], [0.627, -2.353, 0.063]],
  "lowdin_charge": [-0.20, -0.16, 0.04, 0.06, 0.13, 0.11, 0.08, 0.13, 0.12, 0.10, 0.10, -0.08, -0.24, 0.06, 0.07, 0.09, 0.09, 0.12, 0.11, 0.14, 0.14],
  "total_charge": 1,
  "lumo_ev": -2.70,
  "relative_energy_ev": 1.008,
  "homo_lumo_gap_ev": 9.3
}

---

No. 8
{
  "formula": "C4H14N3",
  "method": "the ωB97M-V functional and the def2-TZVPD basis",
  "elements": ["N", "C", "N", "N", "H", "H", "H", "H", "H", "H", "C", "C", "C", "H", "H", "H", "H", "H", "H", "H", "H"],
  "positions_angstrom": [[0.400, 1.015, 2.334], [1.170, 1.315, 1.287], [2.471, 1.021, 1.321], [0.620, 1.745, 0.137], [0.831, 0.922, 3.241], [-0.581, 1.247, 2.335], [2.861, 0.544, 2.118], [2.932, 0.815, 0.446], [1.031, 1.311, -0.681], [-0.390, 1.689, 0.109], [-0.561, -0.790, -1.063], [-1.114, -1.893, -1.946], [-2.622, -2.058, -1.779], [-0.993, 0.173, -1.368], [0.516, -0.697, -1.227], [-0.874, -0.903, -0.023], [-0.622, -2.842, -1.717], [-0.871, -1.728, -2.998], [-3.093, -2.710, -2.507], [-2.821, -2.438, -0.772], [-3.125, -1.087, -1.788]],
  "lowdin_charge": [0.22, -0.46, 0.21, 0.19, 0.14, 0.14, 0.14, 0.14, 0.11, 0.12, -0.16, -0.31, -0.11, 0.07, 0.06, 0.08, 0.11, 0.11, 0.07, 0.07, 0.07],
  "total_charge": 1,
  "lumo_ev": -3.45,
  "relative_energy_ev": 0.222,
  "homo_lumo_gap_ev": 10.9
}

---

No. 9
{
  "formula": "C4H14N3",
  "method": "the ωB97M-V functional and the def2-TZVPD basis",
  "elements": ["C", "C", "C", "N", "H", "H", "H", "H", "H", "H", "H", "H", "H", "N", "C", "N", "H", "H", "H", "H", "H"],
  "positions_angstrom": [[-1.201, -0.608, 1.099], [-0.328, -1.352, 0.113], [-0.743, -2.803, -0.033], [-0.319, -0.679, -1.222], [-1.097, -1.201, 2.035], [-0.781, 0.375, 1.364], [-2.285, -0.522, 0.829], [0.736, -1.211, 0.497], [-0.323, -3.392, -0.886], [-0.467, -3.305, 0.916], [-1.845, -2.860, -0.056], [-1.279, -0.561, -1.472], [0.133, -1.184, -1.964], [0.942, 1.733, -1.022], [0.876, 2.447, 0.062], [1.744, 3.420, 0.411], [1.613, 2.063, -1.697], [0.184, 0.282, -1.145], [0.052, 2.270, 0.778], [1.709, 3.760, 1.353], [2.678, 3.327, 0.044]],
  "lowdin_charge": [-0.06, -0.44, -0.06, 0.17, 0.11, 0.06, 0.11, 0.17, 0.10, 0.10, 0.09, 0.15, 0.15, 0.04, -0.30, 0.12, 0.07, 0.07, 0.12, 0.10, 0.11],
  "total_charge": 1,
  "lumo_ev": -2.61,
  "relative_energy_ev": 0.387,
  "homo_lumo_gap_ev": 11.0
}

---

No. 10
{
  "formula": "C4H14N3",
  "method": "the ωB97M-V functional and the def2-TZVPD basis",
  "elements": ["C", "C", "N", "N", "N", "H", "H", "H", "H", "H", "H", "H", "H", "C", "C", "H", "H", "H", "H", "H", "H"],
  "positions_angstrom": [[0.436, -2.280, 0.591], [1.497, 0.062, 0.793], [0.615, -0.969, 1.174], [2.641, -0.299, -0.004], [1.406, 1.315, 1.382], [0.015, -0.784, 1.906], [2.845, -1.277, -0.097], [2.834, 0.298, -0.791], [0.634, 1.816, 1.619], [1.929, 1.983, 0.786], [0.499, -2.992, 1.572], [1.072, -2.661, -0.249], [-0.631, -2.213, 0.113], [-1.517, 1.119, -1.693], [-2.452, 0.867, -0.509], [-1.597, 2.247, -1.996], [-0.433, 1.008, -1.235], [-1.518, 0.395, -2.527], [-3.092, -0.040, -0.693], [-1.894, 0.770, 0.345], [-3.287, 1.638, -0.489]],
  "lowdin_charge": [-0.07, -0.27, 0.01, 0.18, 0.21, 0.11, 0.10, 0.11, 0.08, 0.14, 0.15, 0.09, 0.12, -0.18, -0.19, 0.10, 0.05, 0.06, 0.08, -0.01, 0.09],
  "total_charge": 1,
  "lumo_ev": -3.67,
  "relative_energy_ev": 2.363,
  "homo_lumo_gap_ev": 11.0
}

---

No. 11
{
  "formula": "C4H14N3",
  "method": "the ωB97M-V functional and the def2-TZVPD basis",
  "elements": ["C", "C", "H", "H", "H", "H", "H", "H", "C", "C", "N", "N", "N", "H", "H", "H", "H", "H", "H", "H", "H"],
  "positions_angstrom": [[-0.514, 2.320, 0.772], [0.971, 2.652, 0.748], [-0.906, 1.809, -0.146], [-0.631, 1.745, 1.583], [-1.121, 3.211, 1.036], [1.401, 2.722, -0.233], [1.568, 1.820, 1.108], [1.370, 3.389, 1.456], [1.509, -1.182, -1.260], [-0.815, -1.690, -0.277], [-0.029, -1.187, -1.353], [-0.211, -1.941, 0.939], [-2.156, -1.893, -0.425], [-0.572, -0.755, -2.205], [0.800, -1.644, 1.191], [-0.722, -2.410, 1.704], [-2.664, -2.063, -1.333], [-2.821, -1.789, 0.351], [2.022, -1.113, -2.271], [1.943, -1.901, -0.557], [1.578, -0.099, -0.830]],
  "lowdin_charge": [-0.16, -0.17, 0.07, 0.00, 0.08, 0.05, 0.04, 0.08, -0.03, -0.38, 0.01, 0.17, 0.16, 0.20, 0.16, 0.14, 0.16, 0.13, 0.11, 0.08, 0.10],
  "total_charge": 1,
  "lumo_ev": -3.11,
  "relative_energy_ev": 1.866,
  "homo_lumo_gap_ev": 11.1
}